Density functional theory data (ωB97M-V with the def2-TZVPD basis set) for 2 unconnected molecules or ions with the total composition CH5N2O.

```
9
Properties=species:S:1:pos:R:3:forces:R:3
C -1.504 -0.298 -0.685 0.250 2.974 6.969
N -2.045 0.770 -0.056 -0.431 2.324 -1.299
N 0.612 -0.258 0.154 -0.160 -1.767 -2.371
O -2.003 -0.536 0.523 0.158 -3.113 -1.051
H -1.303 -0.541 -1.628 0.751 -1.935 -3.655
H -1.385 1.378 0.430 0.101 0.085 -0.154
H 0.440 -0.051 1.107 -0.139 -0.043 1.181
H 1.398 0.300 -0.169 -0.158 0.133 -0.147
H 0.904 -1.263 0.032 -0.371 1.343 0.527
```
Forces are in eV/Å.

charge = +1
calculated total energy = -225.4068 Eh
gap between HOMO and LUMO = 0.3908 Eh
LUMO energy = -0.226 Eh
highest occupied orbital energy = -16.8 eV

Want to see where the charge sits? The Löwdin charges in e are: C 0.0574; N 0.1569; N 0.1266; O 0.1081; H 0.1274; H 0.1470; H 0.0636; H 0.0922; H 0.1209



Density functional theory data (ωB97M-V with the def2-TZVPD basis set) for a molecular structure, C19H26HoN3OS6Sb.

```
57
Properties=species:S:1:pos:R:3:forces:R:3
Ho -1.381 0.354 0.801 0.332 -0.205 -0.186
S 3.974 -4.573 2.014 -0.019 0.044 -0.846
Sb 3.872 -4.472 -0.290 -0.178 0.803 0.355
S -3.258 -0.930 1.971 -0.161 0.011 0.184
S -1.493 -0.718 3.170 -0.256 -0.101 0.169
S 3.448 -2.305 -1.040 0.110 -0.869 0.432
C -1.362 2.909 3.142 -2.226 0.368 -1.400
N -1.311 2.770 1.661 -0.609 -0.962 1.445
C -0.094 3.367 1.202 0.860 0.176 0.705
C -2.507 3.368 1.053 -0.060 -1.044 -0.936
C -2.358 3.240 -0.478 -0.875 1.175 0.632
C -2.848 4.272 -1.318 1.210 -1.600 1.783
C -2.694 4.118 -2.651 -0.281 -0.234 -1.534
C -2.258 2.915 -3.189 0.422 -0.001 -0.243
C -1.883 1.906 -2.317 0.059 -1.620 -1.277
C -1.832 2.028 -0.935 -0.642 0.097 -0.124
H -1.445 4.001 3.366 0.574 -0.603 0.251
H -0.557 2.360 3.577 0.496 -0.034 0.533
H -2.337 2.468 3.410 0.575 -0.053 0.426
H 0.059 4.328 1.692 0.128 0.391 0.104
H -0.173 3.527 0.164 0.381 0.093 -1.211
H 0.763 2.722 1.448 -0.239 0.219 -0.172
H -2.664 4.344 1.488 -0.065 0.824 -0.306
H -3.422 2.776 1.294 0.703 0.155 0.331
H -3.238 5.161 -0.894 -0.373 0.761 0.314
H -3.003 4.912 -3.289 -0.145 0.556 -0.621
H -2.142 2.752 -4.271 -0.305 0.224 0.504
H -1.700 0.899 -2.799 0.136 1.148 0.525
O 0.830 0.105 0.901 1.124 -0.239 0.708
S 1.725 0.049 2.174 -1.377 0.700 0.213
C 1.946 -1.608 2.855 1.040 0.721 -0.608
C 3.368 -1.437 3.373 0.495 -0.617 1.681
C 4.221 -0.880 2.271 2.400 0.407 0.501
C 3.432 0.206 1.631 -1.037 1.601 -1.423
H 1.963 -2.236 1.969 -0.316 -0.656 0.179
H 1.213 -1.791 3.625 -0.369 -0.256 -0.210
H 3.819 -2.344 3.777 -0.407 -0.446 -0.471
H 3.427 -0.806 4.283 -0.441 0.316 -0.522
H 4.535 -1.669 1.534 -0.473 0.774 0.663
H 5.146 -0.402 2.730 -0.828 -0.844 -0.606
H 3.348 0.088 0.554 0.132 -0.084 -0.273
H 3.632 1.298 1.814 0.431 -1.193 0.142
N -1.173 -4.885 -4.459 0.518 -0.254 -1.335
C -0.045 -4.270 -4.039 0.073 1.092 0.878
S 1.478 -4.448 -4.628 -0.557 -0.194 -0.083
C -0.332 -3.284 -2.908 1.154 -0.251 -0.525
C -1.058 -3.650 -1.811 -0.961 -0.569 1.031
C -1.289 -2.687 -0.780 -1.036 -2.086 -0.725
N -0.902 -1.445 -0.920 -0.503 0.472 0.124
C -0.197 -1.103 -2.012 0.501 0.224 0.946
C 0.222 -1.994 -2.948 0.765 -0.592 -1.571
H -1.090 -5.278 -5.421 -0.488 0.251 1.385
H -2.048 -4.495 -4.120 0.178 -0.277 -0.428
H -1.456 -4.698 -1.757 0.347 1.214 0.270
H -1.942 -2.978 0.070 0.775 0.518 -0.342
H 0.072 -0.069 -2.002 0.464 0.443 -0.345
H 0.998 -1.788 -3.738 -1.159 0.110 0.910
```
Forces are in eV/Å.

charge = -1
calculated total energy = -4556.6768 Eh
multiplicity = 5
gap between HOMO and LUMO (alpha / beta) = 0.2160 / 0.2165 Eh
LUMO energy (alpha / beta) = 0.067 / 0.067 Eh
highest occupied orbital energy (alpha / beta) = -4.0 / -4.1 eV

Want to see where the charge sits? The Löwdin charges in e are: Ho 0.9422; S -0.3432; Sb 0.2231; S -0.2538; S -0.2132; S -0.3280; C -0.0913; N -0.3785; C -0.1035; C -0.1702; C -0.2762; C -0.0636; C -0.1304; C -0.1096; C -0.1670; C -0.2109; H 0.0952; H 0.0619; H 0.0861; H 0.0926; H 0.0702; H 0.0775; H 0.1117; H 0.1305; H 0.0921; H 0.0849; H 0.0985; H 0.0833; O -0.7063; S 0.9331; C -0.3102; C -0.3177; C -0.2817; C -0.3525; H 0.0712; H 0.0630; H 0.0666; H 0.1168; H 0.0536; H 0.1325; H 0.0380; H 0.1026; N 0.0756; C -0.8506; S 0.6613; C -0.2590; C -0.0078; C -0.1048; N -0.0253; C -0.1458; C -0.0388; H 0.1176; H 0.1057; H 0.1325; H 0.1023; H 0.0958; H 0.1219



Density functional theory data (ωB97M-V with the def2-TZVPD basis set) for a single C4H9N4P molecule.

```
18
Properties=species:S:1:pos:R:3:forces:R:3
C -0.383 0.355 -0.589 -0.112 -1.327 -0.451
C -0.292 -0.187 2.565 1.873 -2.467 -0.287
C 0.928 0.319 -2.823 0.193 0.314 1.313
C 0.225 -1.423 1.589 -0.673 3.010 0.482
N -1.027 1.355 -0.007 0.012 -1.810 1.063
N -0.783 2.440 -0.690 -0.639 1.751 -0.405
N -0.076 2.210 -1.716 1.176 -0.191 -0.364
N 0.265 0.912 -1.674 -1.342 0.146 0.315
P -0.619 -1.591 -0.045 2.150 2.131 -1.021
H 0.213 0.812 2.347 -1.569 -1.403 0.011
H -1.333 -0.401 2.669 -1.082 1.385 -0.312
H 0.060 -0.544 3.538 0.405 0.394 0.122
H 1.960 0.650 -2.873 -0.028 0.150 -0.186
H 0.899 -0.690 -2.536 0.333 -1.737 -0.314
H 0.383 0.468 -3.734 -0.254 0.286 -0.356
H 0.200 -2.368 2.110 0.404 -0.156 0.107
H 1.168 -0.991 1.341 1.422 -0.917 -0.091
H -1.787 -1.323 0.528 -2.269 0.441 0.375
```
Forces are in eV/Å.

SMILES string = CCPc1nnnn1C
calculated total energy = -718.0844 Eh
gap between HOMO and LUMO = 0.3908 Eh
LUMO energy = 0.025 Eh
highest occupied orbital energy = -9.9 eV

Want to see where the charge sits? The Löwdin charges in e are: C -0.4027; C -0.1409; C -0.0154; C -0.4867; N -0.0161; N -0.0719; N 0.0202; N -0.1775; P 0.9353; H 0.0868; H 0.0347; H 0.0459; H 0.0922; H 0.0450; H 0.0872; H 0.0506; H 0.0301; H -0.1168



Density functional theory data (ωB97M-V with the def2-TZVPD basis set) for 2 unconnected molecules or ions with the total composition C2H6OS.

```
10
Properties=species:S:1:pos:R:3:forces:R:3
S 2.151 2.322 -0.008 0.004 -0.010 -0.005
H 0.885 2.753 -0.044 -0.021 0.001 0.020
H 2.628 3.559 -0.194 0.005 -0.005 -0.009
C -0.667 -1.713 0.939 0.280 0.008 -0.356
C -1.017 -0.954 -0.085 -0.265 0.075 0.240
O -0.631 -1.298 -1.350 0.008 0.215 -0.145
H -0.961 -1.504 1.952 -0.105 0.043 0.049
H -0.013 -2.544 0.712 -0.023 -0.146 0.280
H -1.662 -0.079 0.015 0.171 -0.130 -0.095
H -0.714 -0.541 -1.938 -0.054 -0.052 0.021
```
Forces are in eV/Å.

SMILES string = C=CO.S
calculated total energy = -553.1828 Eh
gap between HOMO and LUMO = 0.3576 Eh
LUMO energy = 0.023 Eh
highest occupied orbital energy = -9.1 eV

Want to see where the charge sits? The Löwdin charges in e are: S 0.4595; H -0.2338; H -0.2295; C 0.0043; C -0.2966; O -0.0169; H 0.0481; H 0.0621; H 0.1092; H 0.0937



Taking the records one at a time from the top gives energy relative to the best compared isomer or geometry (same formula, charge and spin) values of 125.69; 48.56; 3.03; 12.95 kcal/mol.